No. 1
ORCA calculation (ωB97M-V/def2-TZVPD) on C40H48N4O5PPtSSi as an isolated structure.

The HOMO energy (alpha / beta) comes out at -15.28 / -16.43 eV. The calculation puts the energy above the lowest of the compared OMol25 structures with the same formula, charge and spin at 0.0 kcal per mole. The value obtained for the largest force on an atom is 0.1 eV Å⁻¹. The calculation puts the LUMO energy (alpha / beta) at -9.27 / -12.35 eV. The total charge is +3. For the total energy, the calculation gives -89676.558 eV. As for the spin multiplicity: 5.

Element x y z (Å)
Pt (-0.77003, -0.55051, 0.33958)
C (-0.17557, -5.73165, -0.13329)
C (-0.07233, -4.25841, -0.53322)
C (0.98998, -3.58907, 0.33307)
C (-1.43768, -3.57610, -0.39108)
C (-2.54210, -4.19180, -1.25945)
O (-2.75806, -3.20555, -2.30636)
C (-2.16499, -2.08726, -1.94849)
N (-1.42999, -2.16349, -0.88309)
C (-2.42263, -0.94312, -2.85444)
C (-2.78384, -1.28886, -4.15884)
C (-3.12537, -0.31974, -5.08809)
C (-3.14950, 1.01363, -4.71569)
C (-2.80007, 1.37161, -3.42190)
C (-2.41333, 0.41590, -2.48493)
P (-2.07019, 1.01832, -0.81212)
C (-1.09309, 2.52569, -0.95675)
C (-0.29544, 2.78407, -2.07731)
C (0.49667, 3.92360, -2.11801)
C (0.51271, 4.80042, -1.03862)
C (-0.25102, 4.52669, 0.09078)
C (-1.04796, 3.39160, 0.13844)
C (-3.63446, 1.36305, -0.01273)
C (-4.27620, 0.31119, 0.64320)
C (-5.52071, 0.51074, 1.21653)
C (-6.12383, 1.76034, 1.13714)
C (-5.49066, 2.80683, 0.47854)
C (-4.24666, 2.61344, -0.10206)
H (0.80568, -6.20135, -0.18524)
H (-0.83822, -6.30800, -0.77628)
H (-0.53161, -5.82729, 0.89546)
H (0.22019, -4.19796, -1.59030)
H (0.73154, -3.69593, 1.39063)
H (1.11859, -2.52324, 0.12912)
H (1.95921, -4.06626, 0.18658)
H (-1.72371, -3.57675, 0.66375)
H (-3.48988, -4.31516, -0.73945)
H (-2.26538, -5.12117, -1.74466)
H (-2.80753, -2.33031, -4.44455)
H (-3.39561, -0.61313, -6.09319)
H (-3.44891, 1.77561, -5.42265)
H (-2.84053, 2.41640, -3.13826)
H (-0.32940, 2.12706, -2.93860)
H (1.07396, 4.14682, -3.00636)
H (1.10900, 5.70256, -1.08256)
H (-0.23862, 5.20638, 0.93274)
H (-1.63546, 3.18533, 1.02660)
H (-3.80525, -0.66628, 0.70522)
H (-6.02305, -0.30308, 1.72196)
H (-7.09654, 1.91680, 1.58405)
H (-5.97085, 3.77359, 0.41019)
H (-3.76447, 3.43240, -0.62076)
C (5.96843, -2.08224, 2.20184)
C (6.28460, -1.33197, 0.91107)
S (4.92219, -0.29752, 0.47204)
O (3.75760, -1.10777, 0.13188)
O (4.72458, 0.73731, 1.45948)
C (5.40333, 0.51731, -1.05108)
C (4.29210, 1.44685, -1.53901)
N (2.97855, 0.74650, -1.64523)
C (1.98029, 0.84011, -0.68581)
N (1.02556, -0.10429, -0.91588)
C (1.38252, -0.78141, -1.98599)
C (2.61989, -0.24574, -2.45034)
N (3.36836, -0.74651, -3.59633)
O (2.87557, -1.71855, -4.11451)
O (4.37427, -0.15285, -3.90013)
C (1.95954, 1.80886, 0.39352)
H (6.82255, -2.70828, 2.45135)
H (5.09794, -2.72460, 2.08098)
H (5.80057, -1.39082, 3.02547)
H (6.44838, -2.00230, 0.06530)
H (7.14282, -0.66650, 1.02173)
H (5.66123, -0.24077, -1.78953)
H (6.28527, 1.12535, -0.84387)
H (4.54070, 1.84433, -2.51836)
H (4.13692, 2.27073, -0.84759)
H (0.82667, -1.60417, -2.40953)
H (1.98181, 2.82687, -0.01699)
H (2.85142, 1.68116, 1.02257)
H (1.05427, 1.68613, 0.98234)
C (1.59468, -0.94632, 3.10335)
Si (-0.22213, -0.64869, 2.86627)
C (-1.34379, -1.95997, 3.55337)
C (-0.78304, 1.08758, 3.17593)
C (0.12064, 2.12903, 3.44130)
C (-0.33533, 3.40084, 3.74599)
C (-1.70254, 3.65997, 3.78066)
C (-2.61535, 2.64496, 3.51294)
C (-2.15919, 1.37342, 3.20843)
H (1.80600, -0.98354, 4.17715)
H (2.21378, -0.15880, 2.67154)
H (1.90498, -1.89721, 2.66962)
H (-1.03237, -2.95756, 3.24074)
H (-2.38983, -1.81617, 3.28118)
H (-1.28001, -1.92119, 4.64597)
H (1.18740, 1.93390, 3.46198)
H (0.36958, 4.18493, 3.99044)
H (-2.05652, 4.64949, 4.03982)
H (-3.67841, 2.84272, 3.55838)
H (-2.88330, 0.58873, 3.02125)

=====

No. 2
ORCA calculation (ωB97M-V/def2-TZVPD) on C40H50AlGeO7S2Si as an isolated structure.

The HOMO energy comes out at -4.73 eV. The calculation puts the energy above the lowest of the compared OMol25 structures with the same formula, charge and spin at 18.7 kcal per mole. The value obtained for the largest force on an atom is 0.5 eV Å⁻¹. The calculation puts the LUMO energy at 2.35 eV. The total charge is -1. For the total energy, the calculation gives -149300.035 eV.

Element x y z (Å)
Al (-0.31317, 0.14465, -0.51254)
O (-3.89866, -0.77447, 0.76766)
C (-2.68986, -0.90388, 0.77482)
O (-1.89449, -0.04198, 0.20608)
C (-2.04970, -2.04123, 1.53324)
C (-2.90668, -2.72623, 2.39911)
C (-2.48274, -3.79028, 3.16789)
C (-1.15662, -4.19858, 3.06164)
C (-0.29836, -3.54231, 2.20589)
C (-0.70786, -2.44695, 1.42081)
S (0.55676, -1.79343, 0.38584)
H (-3.93177, -2.38320, 2.43953)
H (-3.16939, -4.29746, 3.83371)
H (-0.79053, -5.03370, 3.64800)
H (0.73005, -3.86961, 2.11742)
C (1.32654, -0.32248, 4.29343)
C (2.62655, -0.17448, 3.51090)
C (3.27333, -1.53566, 3.28525)
C (3.59907, 0.75137, 4.23675)
O (2.28676, 0.33697, 2.21950)
Si (2.27437, 1.81430, 1.56119)
S (0.97137, 1.94334, -0.09702)
O (3.78782, 2.29081, 1.13114)
C (4.65714, 1.87130, 0.07521)
C (6.07016, 2.10653, 0.59456)
C (4.39664, 2.73502, -1.15472)
C (4.45031, 0.39452, -0.24698)
O (1.83640, 2.84569, 2.75847)
C (1.83320, 4.25414, 2.96950)
C (3.19479, 4.86053, 2.64483)
C (1.51833, 4.44268, 4.44891)
C (0.74854, 4.88313, 2.10688)
H (1.52086, -0.69617, 5.30159)
H (0.66310, -1.01930, 3.77779)
H (0.82762, 0.64551, 4.36370)
H (3.34751, -2.08334, 4.22778)
H (4.27736, -1.42195, 2.87003)
H (2.67117, -2.10491, 2.58045)
H (3.91173, 0.29174, 5.17742)
H (3.13559, 1.71363, 4.45178)
H (4.48558, 0.92339, 3.62266)
H (6.19592, 3.15579, 0.86665)
H (6.80908, 1.84916, -0.16738)
H (6.25206, 1.49535, 1.48022)
H (4.59620, 3.78433, -0.92497)
H (3.35869, 2.64279, -1.47231)
H (5.04766, 2.42879, -1.97688)
H (4.63797, -0.22071, 0.63404)
H (5.13083, 0.08603, -1.04344)
H (3.42740, 0.20577, -0.57665)
H (3.98183, 4.34261, 3.19512)
H (3.20116, 5.91691, 2.92381)
H (3.41826, 4.77387, 1.58219)
H (2.30743, 4.00352, 5.06217)
H (0.57691, 3.94854, 4.69216)
H (1.43417, 5.50341, 4.69324)
H (0.99542, 4.77019, 1.05152)
H (0.64188, 5.94635, 2.33608)
H (-0.20527, 4.38311, 2.27997)
O (-0.29365, -0.52649, -2.28292)
C (-1.07453, 0.37434, -2.76047)
O (-1.32319, 1.36844, -2.05876)
C (-1.70590, 0.09314, -4.09788)
C (-2.71720, 1.11467, -4.59956)
Ge (-2.09580, 2.89626, -5.12938)
C (-3.68458, 4.01606, -5.37901)
C (-3.52269, 5.36863, -5.68561)
C (-4.61898, 6.19094, -5.89988)
C (-5.90405, 5.67252, -5.80483)
C (-6.08401, 4.33311, -5.49579)
C (-4.98078, 3.51333, -5.28787)
C (-1.29206, 2.61585, -6.90730)
C (-1.87047, 3.13440, -8.06523)
C (-1.32510, 2.88024, -9.31787)
C (-0.18781, 2.09538, -9.43693)
C (0.40046, 1.56486, -8.29699)
C (-0.14974, 1.82355, -7.04912)
C (-0.86638, 3.98107, -4.09008)
C (-1.36195, 4.66343, -2.98046)
C (-0.56247, 5.54399, -2.27496)
C (0.75897, 5.74116, -2.65464)
C (1.26915, 5.06071, -3.74846)
C (0.45620, 4.19194, -4.46857)
H (-2.18656, -0.87908, -3.96199)
H (-0.90323, -0.07220, -4.82133)
H (-3.51628, 1.22419, -3.86439)
H (-3.15754, 0.73874, -5.52638)
H (-2.52367, 5.78838, -5.74482)
H (-4.47255, 7.23832, -6.13402)
H (-6.76198, 6.31337, -5.96649)
H (-7.08357, 3.92492, -5.41155)
H (-5.14212, 2.46958, -5.04613)
H (-2.76092, 3.74916, -7.99230)
H (-1.79153, 3.29587, -10.20300)
H (0.23764, 1.89549, -10.41250)
H (1.28742, 0.94874, -8.37913)
H (0.32750, 1.39648, -6.17249)
H (-2.38550, 4.50458, -2.66041)
H (-0.96908, 6.06568, -1.41864)
H (1.39055, 6.41829, -2.09278)
H (2.30027, 5.20602, -4.04644)
H (0.86317, 3.68757, -5.33625)